[1]
Below is the molecule C19H16Cl2F2N6O3 at a distorted geometry, with properties calculated with the ωB97M-V functional and the def2-TZVPD basis.

E_tot (eV): -65523.89136

Each line ends with the Löwdin charge.
CARTESIAN COORDINATES (ANGSTROEM)
Cl (1.94, -2.47, 3.81)  0.7658
Cl (0.20, 5.16, 2.60)  0.6746
F (-0.66, -1.76, -4.06)  0.0758
F (-1.39, -3.80, -3.58)  0.0681
O (-1.20, -4.18, -0.69)  -0.0374
O (0.83, 1.48, 3.82)  0.0567
O (2.15, 0.21, -0.41)  0.0204
N (1.57, -2.17, -2.03)  0.0651
N (0.17, 1.47, 1.71)  0.0840
N (1.99, -0.96, 1.54)  0.0010
N (-1.10, 2.92, -0.50)  0.1152
N (-1.56, -2.99, -0.71)  -0.1930
N (1.72, -3.36, -0.08)  0.1308
C (-2.37, -1.20, 0.59)  -0.0360
C (1.04, 1.05, 2.71)  -0.4311
C (-1.39, -2.19, -1.82)  -0.0488
C (-1.99, -2.51, 0.44)  -0.0363
C (1.96, -0.89, 0.14)  -0.2913
C (-0.83, 3.35, 0.73)  -0.2959
C (-2.31, -0.35, -0.53)  -0.0790
C (-0.17, 5.55, -0.10)  -0.0609
C (-0.30, 4.63, 0.98)  -0.5326
C (1.73, -2.20, -0.66)  -0.2424
C (-0.93, 3.77, -1.53)  -0.1321
C (-0.53, 5.09, -1.40)  -0.0547
C (1.95, -2.25, 2.13)  -0.6548
C (-0.67, -2.72, -3.08)  -0.4022
C (-0.96, 2.36, 1.85)  -0.1406
C (2.30, 0.22, 2.38)  -0.0378
C (-1.78, -0.82, -1.73)  0.0092
C (0.80, -3.17, -2.80)  -0.0613
C (1.80, -3.38, 1.33)  -0.1300
H (-2.79, -0.85, 1.52)  0.1074
H (-1.27, 3.42, -2.50)  0.1034
H (0.22, 6.58, 0.05)  0.1111
H (1.56, -1.20, -2.37)  0.1437
H (1.31, -3.29, -3.76)  0.1272
H (-0.96, 2.85, 2.83)  0.0905
H (1.70, -4.32, 1.83)  0.0893
H (-0.47, 5.75, -2.27)  0.1056
H (-2.66, 0.70, -0.51)  0.0971
H (-1.68, -0.10, -2.55)  0.1251
H (-1.90, 1.77, 1.77)  0.1184
H (2.76, -0.08, 3.32)  0.0960
H (0.79, -4.16, -2.33)  0.1295
H (0.48, 1.27, 0.75)  0.1096
H (2.99, 0.90, 1.87)  0.1382
H (-2.10, -3.14, 1.31)  0.1394

[2]
Below is a structure of composition C19H16Cl2N4O4PtS, with properties calculated with the ωB97M-V functional and the def2-TZVPD basis.

Spin multiplicity: 5
ΔE to the lowest compared entry with this formula, charge and spin (eV): 0.0000

Each line ends with the Löwdin spin population.
CARTESIAN COORDINATES (ANGSTROEM)
Pt (-1.19, 0.00, -0.15)  1.6118
Cl (0.29, 0.34, -3.29)  0.0446
Cl (1.79, 3.44, 0.89)  0.0439
S (-2.91, -1.42, -0.86)  0.1847
O (3.12, 0.17, 0.63)  0.0023
O (-0.28, -1.47, 3.68)  0.0159
O (-1.08, -0.22, 2.02)  0.1781
O (-2.81, 1.52, -0.49)  0.1598
N (1.97, 0.47, 2.55)  0.0021
N (-4.02, 1.02, -0.67)  0.0174
N (0.28, -1.72, 0.21)  0.1168
N (0.28, 1.30, -0.44)  1.0124
C (1.78, -3.47, -0.36)  0.0045
C (0.98, -2.39, -0.70)  0.0066
C (-6.33, 1.50, -0.84)  0.0099
C (2.96, 3.51, -1.52)  -0.0194
C (-5.04, 1.90, -0.65)  -0.0027
C (3.91, -0.98, 2.57)  0.0001
C (1.11, -3.14, 1.92)  0.0047
C (1.32, 1.53, -2.60)  0.1517
C (1.15, 1.89, -1.23)  0.1135
C (2.97, -0.08, 1.81)  0.0005
C (-5.55, -0.74, -1.06)  0.0134
C (1.84, -3.85, 0.98)  -0.0045
C (2.29, 2.12, -3.38)  -0.0168
C (-4.23, -0.31, -0.86)  0.0175
C (3.11, 3.10, -2.84)  0.1588
C (-0.41, -1.21, 2.49)  0.0095
C (0.34, -2.07, 1.49)  0.0035
C (-6.59, 0.15, -1.05)  -0.0060
C (2.00, 2.92, -0.73)  0.1533
H (3.87, 3.56, -3.46)  0.0098
H (2.45, -4.69, 1.28)  -0.0003
H (3.49, -1.33, 3.52)  0.0000
H (4.16, -1.84, 1.94)  0.0000
H (2.34, -3.98, -1.12)  0.0009
H (-4.73, 2.92, -0.48)  0.0007
H (3.59, 4.28, -1.09)  -0.0029
H (1.12, -3.38, 2.97)  0.0012
H (-7.12, 2.24, -0.82)  0.0010
H (1.24, 0.97, 2.04)  0.0013
H (0.90, -2.04, -1.72)  0.0012
H (4.83, -0.43, 2.77)  0.0000
H (-7.61, -0.20, -1.20)  -0.0005
H (-5.70, -1.80, -1.21)  0.0022
H (1.70, 0.08, 3.43)  0.0000
H (2.39, 1.82, -4.41)  -0.0027

[3]
Below is a structure of composition C19H16ClCsF9N2S2 at a distorted geometry, with properties calculated with the ωB97M-V functional and the def2-TZVPD basis.

E_tot (eV): -82132.55415
Charge: +1

Each line ends with the Löwdin charge.
CARTESIAN COORDINATES (ANGSTROEM)
Cs (0.35, -3.24, 4.59)  1.4115
Cl (2.10, -1.20, 1.89)  0.6809
S (-3.99, -1.91, -1.34)  0.7660
S (4.44, 3.38, -1.76)  1.0426
F (-5.31, -1.16, -0.96)  -0.0942
F (-2.36, -2.04, -4.03)  0.1195
F (-4.50, -3.17, -0.53)  -0.1196
F (-0.76, -3.36, -3.34)  0.1226
F (-4.68, -2.44, -2.66)  -0.1044
F (-3.50, -0.61, -2.10)  -0.1289
F (-3.32, -1.34, -0.01)  -0.1523
F (-1.62, -2.96, -0.71)  0.0884
F (-2.80, -4.11, -2.12)  0.1412
N (4.02, 2.12, -2.64)  -0.2266
N (3.42, 3.25, -0.54)  -0.2118
C (2.37, 0.32, -2.36)  0.0450
C (-0.23, 3.67, 2.61)  -0.0670
C (-0.44, -1.75, 2.42)  -0.3112
C (-0.04, -0.08, 0.56)  -0.1457
C (1.31, 2.35, 1.31)  -0.2050
C (0.66, 3.67, 3.67)  -0.0809
C (1.40, -0.18, -1.56)  -0.1555
C (0.40, -0.59, 1.93)  -0.6388
C (-0.66, -1.11, -2.65)  -0.0546
C (2.21, 2.38, 2.38)  -0.0431
C (1.88, 3.03, 3.55)  -0.0733
C (3.04, 1.51, -1.98)  -0.3430
C (1.03, 0.49, -0.33)  -0.1447
C (2.69, 2.16, -0.76)  -0.2948
C (0.10, 3.01, 1.44)  -0.0347
C (0.70, -1.44, -2.02)  -0.1235
C (-1.54, -2.30, -2.98)  -0.4489
C (-2.41, -2.88, -1.81)  -0.4063
C (1.65, 1.64, 0.06)  -0.0971
H (-0.59, 3.03, 0.60)  0.1250
H (-0.80, 0.69, 0.73)  0.1283
H (-1.18, 4.18, 2.68)  0.1073
H (-1.21, -0.40, -2.03)  0.1163
H (2.64, -0.17, -3.28)  0.1300
H (0.41, 4.20, 4.58)  0.1053
H (0.15, -2.41, 3.12)  -0.3827
H (-0.77, -2.38, 1.61)  0.0821
H (0.60, -2.17, -1.23)  0.1125
H (3.16, 1.88, 2.29)  0.1175
H (2.58, 3.06, 4.37)  0.1069
H (-1.31, -1.41, 2.99)  0.0954
H (1.33, -1.89, -2.79)  0.1215
H (0.39, 0.21, 2.67)  0.0992
H (-0.50, -0.61, -3.60)  0.1486
H (-0.53, -0.90, 0.06)  0.0748

[4]
Below is the molecule C19H16ClNO4S at a distorted geometry, with properties calculated with the ωB97M-V functional and the def2-TZVPD basis.

ΔE to the lowest compared entry with this formula, charge and spin (eV): 13.3234

Each line ends with the Löwdin charge.
CARTESIAN COORDINATES (ANGSTROEM)
Cl (-4.44, -1.74, -2.00)  0.8703
S (-2.52, 0.78, 0.98)  1.0365
O (0.94, -1.36, 2.30)  0.1973
O (-1.44, -1.92, -2.07)  -0.1274
O (2.53, -2.85, 2.44)  0.0543
O (5.14, 2.48, -0.99)  -0.1030
N (-0.24, -1.16, -0.35)  0.0377
C (-4.17, 1.16, 0.80)  -0.4394
C (-6.07, 0.46, -0.47)  -0.0117
C (0.88, -1.53, -0.67)  -0.4316
C (6.38, 2.15, -0.56)  -0.1576
C (1.59, -2.11, 1.84)  -0.6360
C (-6.91, 1.30, 0.47)  -0.0664
C (1.77, 0.71, -1.21)  0.0491
C (2.01, -0.72, -0.48)  -0.1033
C (-4.84, 0.18, -0.14)  -0.2324
C (-3.83, -0.78, -0.84)  -0.6987
C (3.36, -0.97, -0.27)  -0.0279
C (4.43, -0.10, -0.57)  0.0191
C (4.15, 1.33, -0.87)  -0.0435
C (2.72, 1.68, -1.27)  -0.0096
C (-1.37, -1.11, -0.92)  -0.3242
C (-2.65, -0.51, -0.33)  -0.3757
C (1.24, -2.77, 0.34)  0.0693
C (-6.29, 2.04, 1.21)  -0.2179
C (-5.00, 2.05, 1.66)  -0.0258
H (-6.73, 2.77, 1.88)  0.1237
H (0.72, 1.14, -1.34)  0.1282
H (2.58, 2.61, -1.52)  0.0416
H (7.00, 3.08, -0.82)  0.1365
H (-6.63, -0.10, -1.18)  0.0871
H (0.40, -3.35, 0.37)  0.0898
H (3.68, -1.83, 0.02)  0.0476
H (5.30, -0.06, -0.06)  0.0463
H (-7.94, 1.17, 0.21)  0.1076
H (2.76, -2.19, 3.35)  0.2534
H (0.85, -1.98, -1.60)  0.1596
H (-4.38, 2.73, 2.00)  0.0494
H (6.53, 1.78, 0.57)  0.1453
H (6.63, 1.45, -1.04)  -0.0410
H (-0.25, -0.53, 0.71)  0.2454
H (2.09, -3.36, 0.42)  0.0778

[5]
Below is the molecule C19H16F3NO5S at a distorted geometry, with properties calculated with the ωB97M-V functional and the def2-TZVPD basis.

ΔE to the lowest compared entry with this formula, charge and spin (eV): 0.0000

Each line ends with the Löwdin charge.
CARTESIAN COORDINATES (ANGSTROEM)
S (5.92, 2.38, 1.56)  0.9166
F (2.25, -0.38, 4.23)  0.1605
F (0.22, 1.39, 2.72)  0.1639
F (4.82, 2.74, -1.30)  0.1088
O (-0.13, -0.30, -0.02)  -0.0757
O (1.98, 2.80, -1.55)  0.1724
O (-0.41, -0.71, 3.00)  0.2155
O (3.48, -1.47, 2.74)  0.2203
O (3.21, 2.04, 2.99)  0.1561
N (1.63, -0.29, 2.01)  0.1519
C (0.39, 0.07, 2.63)  -0.4779
C (2.23, 0.77, 1.23)  -0.0693
C (1.90, 0.96, -0.05)  -0.0095
C (-2.03, -3.44, 0.19)  -0.0480
C (-3.34, -1.06, -1.59)  -0.0259
C (-3.93, 0.19, -1.60)  -0.0380
C (2.57, 2.10, -0.76)  -0.2567
C (3.25, 1.69, 1.84)  -0.3406
C (4.32, 2.14, 0.91)  -0.4626
C (-1.56, -2.72, -1.08)  -0.3617
C (-1.99, 1.06, -0.57)  0.0376
C (0.92, 0.17, -0.84)  -0.1040
C (-1.40, -0.19, -0.58)  -0.2034
C (-3.25, 1.28, -1.08)  -0.2663
C (2.56, -0.78, 2.99)  -0.4719
C (-2.06, -1.30, -1.09)  -0.1298
C (-3.88, 2.65, -1.04)  -0.0449
C (-0.06, -2.91, -1.29)  -0.0654
C (3.97, 2.33, -0.36)  -0.2295
H (-1.47, -3.13, 1.06)  0.0829
H (0.53, 0.81, -1.63)  0.1409
H (-3.08, -3.19, 0.36)  0.0795
H (1.45, -0.65, -1.34)  0.1377
H (-3.90, -1.90, -1.99)  0.1177
H (-4.16, 3.00, -2.03)  0.0812
H (-4.78, 2.61, -0.43)  0.0830
H (-2.00, -4.52, 0.05)  0.0795
H (-3.22, 3.36, -0.56)  0.0741
H (0.16, -3.97, -1.41)  0.0833
H (-1.45, 1.90, -0.13)  0.1308
H (6.53, 2.41, 0.37)  -0.1119
H (-4.92, 0.28, -2.01)  0.1138
H (0.49, -2.58, -0.42)  0.0752
H (0.30, -2.41, -2.19)  0.0805
H (-2.06, -3.21, -1.92)  0.1292